[1]
Molecular formula: C63H189N27O21P12
Method: DFT, wB97M-V/def2-TZVPD

Output
- gap between HOMO and LUMO (eV) = 8.4
- highest occupied orbital energy (eV) = -8.2
- multiplicity = 1
- total energy (eV) = -263110.7125

Last column: Löwdin charge in e.
Atoms and positions in Å:
C (13.68, 19.29, 14.07)  -0.09
C (13.51, 16.31, 21.25)  -0.13
H (16.68, 24.81, 14.66)  0.09
H (20.86, 20.69, 23.61)  0.10
H (20.67, 26.36, 21.28)  0.05
N (13.64, 16.31, 12.85)  -0.30
C (9.95, 23.06, 22.76)  -0.11
H (11.59, 24.66, 20.90)  0.07
H (21.59, 18.98, 12.89)  0.08
H (18.73, 24.61, 21.64)  0.10
H (13.09, 19.08, 17.49)  0.07
H (18.81, 27.59, 15.88)  0.07
H (14.83, 20.46, 23.04)  0.06
N (16.08, 17.16, 12.64)  -0.31
C (15.14, 18.66, 18.88)  -0.14
H (20.11, 19.93, 13.04)  0.08
H (10.38, 22.05, 22.85)  0.07
C (11.78, 17.05, 19.78)  -0.12
C (10.57, 28.33, 18.84)  -0.10
H (22.59, 24.25, 19.42)  0.07
C (16.06, 24.53, 23.80)  -0.07
N (7.12, 23.20, 25.44)  -0.32
H (9.55, 13.86, 22.91)  0.08
H (11.60, 23.87, 26.86)  0.09
H (9.89, 29.21, 18.96)  0.08
H (22.35, 26.17, 25.43)  0.08
H (17.56, 20.06, 21.66)  0.07
H (24.47, 25.33, 24.97)  0.08
N (12.26, 24.37, 15.99)  -0.29
H (15.73, 16.24, 14.53)  0.07
C (14.15, 14.98, 12.72)  -0.13
P (21.08, 16.90, 20.93)  0.53
H (12.16, 23.29, 17.77)  0.08
H (8.33, 21.25, 18.82)  0.09
H (10.67, 17.20, 19.65)  0.07
C (10.49, 23.55, 26.82)  -0.13
C (22.38, 16.05, 18.75)  -0.13
N (8.55, 23.10, 23.32)  -0.26
H (15.44, 25.43, 23.80)  0.08
C (9.73, 19.16, 22.16)  -0.07
H (8.85, 15.92, 21.44)  0.05
H (13.56, 20.92, 12.19)  0.05
N (13.82, 18.89, 12.64)  -0.27
O (8.99, 21.37, 25.55)  -0.30
N (9.80, 27.11, 18.67)  -0.32
H (12.08, 16.56, 18.89)  0.06
O (21.01, 18.04, 21.87)  -0.28
H (21.71, 16.03, 17.85)  0.08
N (20.48, 19.76, 17.35)  -0.27
H (10.50, 25.84, 23.05)  0.04
H (11.92, 21.29, 25.61)  0.06
H (9.79, 21.38, 19.81)  0.07
H (9.56, 27.33, 22.66)  0.07
H (22.05, 20.41, 21.93)  0.04
H (13.87, 19.55, 21.84)  0.08
H (23.54, 15.78, 21.21)  0.05
H (11.73, 15.98, 11.95)  0.09
H (13.21, 25.40, 17.52)  0.08
C (20.68, 19.09, 13.47)  -0.09
O (19.79, 26.02, 16.65)  -0.22
H (7.92, 16.99, 22.49)  0.09
H (23.48, 23.97, 17.80)  0.10
N (14.31, 19.82, 19.02)  -0.29
C (14.09, 23.57, 20.38)  -0.09
P (22.15, 23.92, 22.69)  0.53
H (9.97, 15.23, 25.19)  0.09
C (20.66, 26.10, 22.33)  -0.11
H (7.39, 26.86, 22.90)  0.06
H (11.57, 14.52, 24.93)  0.06
H (19.14, 15.57, 18.56)  0.09
H (10.14, 16.70, 17.30)  0.07
H (14.82, 24.26, 12.59)  0.07
H (11.98, 26.66, 12.75)  0.08
H (17.54, 17.27, 20.28)  0.08
P (11.21, 16.90, 22.42)  0.58
C (12.57, 25.62, 16.65)  -0.11
H (15.89, 18.80, 18.02)  0.10
N (10.52, 26.44, 21.04)  -0.31
C (14.06, 20.09, 11.77)  -0.08
H (23.97, 18.15, 19.54)  0.10
C (7.07, 26.69, 21.88)  -0.13
H (23.17, 18.55, 14.88)  0.09
H (12.01, 25.84, 19.62)  0.05
N (13.11, 25.07, 13.59)  -0.31
C (20.64, 14.80, 22.51)  -0.11
C (13.47, 20.05, 17.83)  -0.08
H (12.28, 20.73, 20.38)  0.05
H (19.36, 27.86, 17.49)  0.08
C (19.57, 23.91, 21.92)  -0.11
H (19.43, 21.17, 18.61)  0.09
C (24.10, 24.37, 24.57)  -0.13
H (17.22, 15.87, 13.77)  0.08
N (21.60, 15.41, 21.58)  -0.32
H (17.31, 18.42, 11.48)  0.08
H (12.98, 20.11, 14.12)  0.05
H (21.90, 17.27, 14.98)  0.08
H (8.08, 17.37, 20.75)  0.08
N (9.80, 17.65, 21.97)  -0.29
H (13.63, 25.02, 11.51)  0.09
H (6.05, 23.36, 27.19)  0.07
H (16.83, 16.83, 10.69)  0.08
H (18.10, 15.06, 19.83)  0.08
C (22.17, 18.29, 15.24)  -0.12
C (8.60, 16.94, 21.63)  -0.11
H (14.10, 20.45, 17.02)  0.08
H (12.67, 20.75, 18.07)  0.06
H (6.50, 25.18, 25.54)  0.10
O (19.68, 23.85, 17.86)  -0.22
C (6.36, 24.26, 24.89)  -0.15
N (19.28, 21.17, 15.29)  -0.27
C (22.02, 21.42, 21.66)  -0.10
C (18.06, 20.39, 15.48)  -0.12
H (15.21, 25.80, 14.85)  0.04
H (12.45, 21.91, 21.72)  0.07
O (20.00, 25.98, 19.25)  -0.23
N (21.15, 19.27, 14.86)  -0.31
H (20.63, 20.14, 19.49)  0.07
H (16.94, 21.31, 22.74)  0.09
N (19.54, 16.42, 20.48)  -0.32
C (19.87, 18.48, 17.62)  -0.15
H (17.88, 16.53, 21.85)  0.08
C (19.65, 27.46, 16.52)  -0.07
H (24.69, 23.99, 23.73)  0.08
H (15.77, 23.98, 26.62)  0.09
H (19.21, 23.12, 22.56)  0.05
H (17.41, 21.77, 21.05)  0.07
H (13.34, 18.46, 14.66)  0.06
H (12.13, 18.12, 19.77)  0.09
H (9.53, 22.53, 18.41)  0.05
N (14.86, 23.83, 15.05)  -0.29
H (21.99, 23.15, 18.13)  0.03
H (6.08, 27.09, 21.89)  0.07
C (10.48, 17.34, 16.50)  -0.13
O (13.09, 24.80, 24.47)  -0.23
O (12.00, 17.82, 23.33)  -0.32
H (6.79, 24.49, 23.94)  0.03
H (7.69, 22.45, 21.50)  0.08
H (22.25, 18.32, 16.35)  0.05
C (11.56, 23.42, 16.88)  -0.08
P (14.53, 17.49, 12.14)  0.46
C (8.10, 28.63, 20.97)  -0.11
C (10.95, 15.33, 24.67)  -0.10
H (13.46, 14.40, 12.11)  0.08
O (21.79, 25.09, 17.64)  -0.19
H (16.96, 24.66, 24.42)  0.09
C (9.48, 25.36, 25.55)  -0.10
N (13.77, 22.18, 20.11)  -0.27
H (11.33, 27.34, 22.84)  0.09
P (13.77, 23.57, 24.85)  0.39
P (9.49, 19.40, 17.38)  0.36
H (5.32, 24.11, 24.78)  0.08
C (21.90, 25.17, 25.24)  -0.10
N (22.13, 17.15, 19.66)  -0.32
H (11.81, 16.01, 13.75)  0.08
H (18.81, 18.58, 17.88)  0.07
P (13.15, 23.80, 14.69)  0.59
C (9.43, 20.46, 15.03)  -0.10
O (21.72, 21.66, 15.99)  -0.27
P (20.76, 20.57, 15.85)  0.53
H (20.93, 25.32, 24.81)  0.05
H (11.27, 25.04, 12.65)  0.10
O (16.02, 21.96, 18.82)  -0.31
N (15.67, 20.68, 21.14)  -0.28
H (13.71, 15.94, 22.29)  0.09
H (22.19, 15.07, 19.18)  0.06
C (22.53, 24.06, 18.33)  -0.05
H (10.31, 22.49, 27.01)  0.06
H (18.29, 19.33, 15.60)  0.05
H (9.00, 25.66, 24.62)  0.05
H (9.05, 19.62, 21.49)  0.04
H (8.83, 25.62, 26.33)  0.05
H (20.44, 22.26, 24.27)  0.06
H (10.35, 20.96, 15.33)  0.06
N (9.86, 23.92, 25.55)  -0.27
O (23.14, 24.20, 21.61)  -0.29
H (12.53, 26.08, 21.29)  0.10
O (14.61, 17.52, 10.67)  -0.30
H (11.27, 13.51, 22.71)  0.07
H (5.90, 21.79, 26.41)  0.09
C (14.14, 25.11, 12.51)  -0.09
H (8.83, 21.16, 14.44)  0.10
N (21.97, 22.29, 22.84)  -0.29
C (9.09, 26.88, 17.42)  -0.10
H (20.83, 13.70, 22.56)  0.10
C (23.01, 15.29, 22.00)  -0.11
H (21.22, 21.43, 18.46)  0.03
C (20.45, 20.71, 18.55)  -0.06
H (23.46, 16.10, 18.39)  0.11
N (22.71, 24.50, 24.20)  -0.31
H (14.59, 19.72, 14.56)  0.07
O (8.80, 24.88, 19.77)  -0.30
H (11.17, 28.13, 19.71)  0.07
H (15.16, 23.75, 20.31)  0.07
H (8.25, 28.97, 21.96)  0.06
H (13.96, 17.29, 21.11)  0.04
H (17.75, 22.74, 17.90)  0.04
H (23.33, 14.25, 22.11)  0.09
C (7.71, 22.19, 22.56)  -0.13
H (22.72, 19.06, 20.26)  0.04
C (19.19, 22.50, 14.52)  -0.06
C (11.72, 25.73, 20.63)  -0.11
H (19.64, 14.86, 22.09)  0.05
H (21.60, 26.46, 22.78)  0.08
H (9.94, 23.31, 21.70)  0.05
N (12.06, 16.34, 21.04)  -0.29
H (15.05, 23.10, 27.97)  0.10
H (18.16, 23.59, 19.36)  0.06
H (19.69, 14.33, 19.78)  0.08
H (14.56, 24.76, 27.58)  0.10
P (8.69, 22.75, 25.02)  0.64
H (20.73, 15.30, 23.47)  0.08
H (8.43, 27.76, 17.20)  0.10
P (15.05, 21.19, 19.69)  0.59
N (7.96, 27.17, 20.83)  -0.27
O (12.99, 22.30, 24.19)  -0.24
H (19.75, 26.49, 22.77)  0.08
C (12.60, 21.11, 24.83)  -0.10
H (10.37, 25.96, 25.60)  0.08
C (6.60, 22.61, 26.64)  -0.12
P (9.20, 26.29, 20.02)  0.57
H (14.14, 14.45, 13.73)  0.10
H (15.45, 18.99, 22.42)  0.07
H (20.16, 22.72, 14.03)  0.08
H (11.38, 16.29, 25.07)  0.08
H (6.66, 22.33, 22.91)  0.09
H (13.53, 20.61, 25.17)  0.11
H (13.91, 15.62, 20.46)  0.10
H (17.09, 17.45, 14.51)  0.08
H (11.41, 16.90, 16.06)  0.10
H (20.36, 17.96, 18.45)  0.04
H (19.90, 23.47, 20.98)  0.06
H (10.42, 14.44, 21.40)  0.07
H (15.13, 14.90, 12.27)  0.08
C (12.48, 21.75, 20.63)  -0.11
H (14.72, 21.74, 15.09)  0.03
H (11.66, 22.41, 20.25)  0.08
C (17.19, 17.33, 11.62)  -0.06
H (17.29, 20.55, 14.67)  0.08
H (24.23, 23.64, 25.36)  0.07
H (20.07, 18.19, 13.43)  0.07
H (7.20, 29.13, 20.59)  0.09
H (16.38, 24.30, 22.79)  0.06
H (11.67, 26.18, 16.96)  0.05
H (9.71, 17.37, 15.74)  0.09
C (11.84, 25.75, 13.32)  -0.10
C (15.42, 22.54, 15.30)  -0.14
H (11.36, 22.50, 16.38)  0.03
O (8.65, 19.94, 16.10)  -0.20
H (23.18, 15.89, 22.96)  0.11
H (22.90, 21.79, 21.09)  0.09
H (10.52, 23.72, 17.15)  0.09
H (18.91, 23.36, 15.14)  0.06
O (8.70, 18.60, 18.30)  -0.21
C (18.27, 23.65, 18.27)  -0.09
H (9.91, 26.87, 16.67)  0.06
H (8.95, 28.96, 20.39)  0.03
H (22.07, 24.60, 26.14)  0.07
H (9.43, 19.53, 23.18)  0.09
C (16.97, 20.98, 21.67)  -0.10
H (11.14, 28.44, 17.93)  0.08
H (13.80, 19.86, 10.73)  0.08
H (18.05, 16.83, 12.00)  0.05
H (10.74, 19.46, 21.98)  0.04
H (15.95, 25.14, 16.32)  0.10
O (15.26, 23.44, 24.30)  -0.24
O (10.82, 18.64, 16.92)  -0.23
O (10.19, 20.73, 17.85)  -0.25
C (22.88, 18.40, 19.45)  -0.08
H (9.99, 24.07, 27.67)  0.08
C (10.49, 14.21, 22.48)  -0.12
O (12.72, 22.44, 14.33)  -0.28
P (20.31, 25.30, 17.98)  0.33
H (20.57, 27.90, 16.15)  0.09
H (18.45, 22.32, 13.75)  0.05
H (6.92, 25.60, 21.83)  0.08
H (15.73, 18.48, 19.82)  0.06
H (22.00, 21.50, 24.83)  0.07
H (15.94, 22.37, 16.30)  0.08
H (10.52, 23.83, 23.27)  0.05
C (21.32, 21.65, 24.00)  -0.08
H (22.74, 18.79, 18.39)  0.09
H (17.55, 24.41, 17.99)  0.07
C (14.84, 23.78, 27.17)  -0.11
N (20.66, 24.65, 22.57)  -0.30
H (16.23, 22.37, 14.56)  0.06
C (12.19, 16.43, 12.81)  -0.10
H (13.64, 24.26, 19.66)  0.05
H (8.55, 25.91, 17.43)  0.08
C (18.37, 17.07, 21.03)  -0.13
H (14.59, 17.75, 18.66)  0.06
C (10.50, 26.74, 22.45)  -0.09
N (10.89, 15.41, 23.19)  -0.31
H (15.12, 20.30, 11.71)  0.07
C (9.37, 21.54, 18.80)  -0.02
H (11.31, 25.88, 14.23)  0.05
C (14.90, 19.86, 22.14)  -0.06
H (21.19, 21.62, 21.03)  0.04
H (8.02, 21.13, 22.48)  0.06
H (11.86, 17.45, 12.92)  0.06
C (15.74, 24.97, 15.22)  -0.11
C (16.49, 16.69, 13.90)  -0.17
O (13.88, 23.18, 26.37)  -0.21
H (12.10, 20.48, 24.13)  0.06
H (19.99, 17.86, 16.74)  0.07
H (17.55, 20.70, 16.43)  0.07
H (18.65, 18.06, 21.42)  0.06
H (7.40, 22.30, 27.30)  0.08
H (9.82, 19.61, 14.38)  0.11
C (19.16, 15.27, 19.64)  -0.11
H (14.77, 25.99, 12.51)  0.07
H (13.08, 26.29, 15.93)  0.08
H (13.82, 23.85, 21.39)  0.08

[2]
Molecular formula: C63H45ClN2O12PS
Method: DFT, wB97M-V/def2-TZVPD

Output
- gap between HOMO and LUMO (eV) = 7.7
- highest occupied orbital energy (eV) = -10.9
- multiplicity = 1
- total energy (eV) = -126255.9777
- charge = +1

Last column: Löwdin charge in e.
Atoms and positions in Å:
C (-2.96, -8.37, 4.33)  -0.08
Cl (-4.11, -3.61, 2.95)  0.37
C (4.56, -1.31, 4.12)  -0.05
C (-2.99, 0.65, -5.37)  -0.05
H (-3.14, 1.86, 0.15)  0.09
C (-2.16, 0.42, 2.24)  -0.23
H (1.32, 6.06, -5.27)  0.11
H (1.32, 6.26, -1.00)  0.11
C (2.08, -5.62, 5.46)  -0.08
H (-2.48, -13.17, 5.23)  0.12
O (5.35, -4.59, 6.58)  0.12
C (2.73, -7.83, 7.01)  -0.04
C (-1.34, -10.12, 7.32)  -0.02
H (-3.12, -1.04, 3.56)  0.11
O (-3.34, -11.81, 3.33)  0.12
C (5.37, 10.42, -8.68)  -0.28
H (4.60, -6.84, 7.36)  0.12
S (-6.55, 2.08, 0.36)  0.57
H (7.74, 13.55, -6.25)  0.11
C (-1.11, -11.40, 7.79)  -0.05
H (-4.11, 3.10, 2.74)  0.12
C (0.99, 5.68, -4.31)  0.01
H (3.13, -0.46, 2.76)  0.10
C (4.44, 9.26, -8.63)  -0.08
C (5.41, 10.48, -6.17)  -0.08
C (-2.50, 1.19, -4.19)  -0.01
C (3.21, 7.61, -7.38)  -0.01
N (-2.14, -1.73, 1.73)  -0.20
H (4.24, 9.16, -10.75)  0.12
C (-3.04, -10.86, 4.02)  -0.27
O (5.73, 10.88, -9.74)  0.11
H (-5.05, 3.93, 0.53)  0.12
O (-6.84, 1.92, 1.75)  -0.27
H (-1.36, -13.50, 7.42)  0.11
C (3.31, -5.68, 6.11)  -0.08
H (-1.08, -1.52, -0.14)  0.16
C (3.64, -6.79, 6.87)  0.00
C (6.65, 12.17, -5.01)  -0.06
C (0.15, 4.58, -4.27)  -0.08
C (4.53, 9.28, -6.12)  -0.27
C (2.44, -2.31, 3.58)  -0.02
O (4.20, 8.78, -5.05)  0.09
O (-1.46, 2.39, -1.89)  0.05
C (4.05, 8.70, -7.41)  -0.08
H (-1.48, 2.71, -7.59)  0.13
C (1.16, -6.66, 5.60)  0.01
H (-4.23, -10.14, 1.74)  0.12
C (-5.00, 2.91, 0.15)  -0.20
C (-4.26, -7.99, 1.91)  -0.05
C (4.30, -4.57, 5.99)  -0.27
C (-2.16, -12.32, 5.82)  0.01
H (2.70, 7.22, -10.70)  0.11
H (5.48, 10.66, -4.04)  0.12
C (-3.97, -9.28, 2.34)  0.01
H (-4.15, -5.89, 2.37)  0.00
O (0.64, -4.41, 4.05)  0.07
O (-1.88, -7.58, 6.28)  0.09
C (2.72, 7.07, -8.56)  -0.05
H (-3.63, -3.24, 0.05)  0.08
C (3.35, -1.28, 3.43)  -0.07
H (2.06, 6.22, -8.53)  0.11
C (2.72, -3.37, 4.43)  -0.08
C (-1.53, -12.50, 7.04)  -0.05
C (1.00, 5.78, -1.91)  -0.05
H (5.79, -2.41, 5.50)  0.12
H (-1.51, 2.21, 3.22)  0.12
C (-3.27, -7.08, 3.90)  -0.01
C (1.72, -4.46, 4.60)  -0.28
C (6.67, 12.11, -7.41)  0.00
H (2.93, 7.18, -6.43)  0.10
N (-1.50, 0.21, 1.05)  0.17
O (-2.89, -3.80, 0.31)  -0.31
C (-0.26, 4.07, -3.04)  -0.09
H (0.20, -6.60, 5.11)  0.11
P (-2.40, -3.52, 1.82)  0.65
H (2.08, 7.13, -3.19)  0.11
H (-0.62, -11.55, 8.74)  0.11
H (-2.78, 0.77, -3.24)  0.11
C (3.95, 8.72, -9.81)  0.00
H (-2.71, 3.51, 1.76)  0.12
C (3.09, 7.64, -9.78)  -0.05
H (-3.02, 0.78, -7.51)  0.11
C (-3.92, -6.90, 2.69)  -0.10
C (1.42, 6.28, -3.14)  -0.03
C (3.94, -3.41, 5.11)  -0.08
H (0.78, -8.57, 6.49)  0.09
H (-3.66, -0.20, -5.33)  0.11
H (-4.77, -7.85, 0.96)  0.11
O (0.03, 4.42, -6.62)  0.12
C (-3.34, 2.68, 2.09)  -0.16
C (-2.43, 1.72, 2.92)  -0.09
C (-2.56, -0.81, 2.68)  -0.04
H (5.27, -0.51, 4.00)  0.11
C (-2.38, -11.03, 5.34)  -0.08
C (-1.51, -1.09, 0.75)  -0.08
C (1.49, -7.76, 6.38)  -0.04
C (5.83, 11.01, -7.39)  -0.08
H (7.00, 12.51, -8.36)  0.12
H (1.50, -2.29, 3.05)  0.10
C (-1.64, 2.29, -4.24)  -0.09
C (4.85, -2.37, 4.96)  0.01
C (0.16, 4.68, -1.86)  -0.01
C (-1.98, -9.93, 6.10)  -0.09
C (-3.94, 2.02, 0.86)  -0.23
C (-1.76, 2.28, -6.64)  0.01
H (6.97, 12.64, -4.08)  0.11
H (-1.12, 0.97, 0.50)  0.17
C (7.09, 12.69, -6.23)  -0.05
H (-2.99, -6.23, 4.51)  0.11
H (-8.44, 2.91, -0.13)  0.11
O (-7.51, 3.14, -0.32)  -0.14
C (-2.24, -8.54, 5.63)  -0.28
H (-4.81, 2.89, -0.92)  0.11
C (-2.63, 1.20, -6.59)  -0.04
C (-1.14, 2.88, -2.96)  -0.27
H (2.99, -8.69, 7.60)  0.11
C (5.82, 11.07, -4.98)  0.00
C (-1.26, 2.82, -5.47)  -0.08
H (-4.43, 1.07, 1.09)  0.10
C (-0.33, 3.98, -5.55)  -0.27
H (-0.16, 4.29, -0.91)  0.11
H (-1.02, -9.26, 7.89)  0.12
O (-6.53, 0.88, -0.42)  -0.28
H (-2.97, 1.48, 3.83)  0.12
C (-3.32, -9.47, 3.56)  -0.08